Entry 1:
Density functional theory data (ωB97M-V/def2-TZVPD) for a cluster of 2 separate species, C3H8O2 in total.

Calculated values
**LUMO energy**: 0.589 eV
**Relative energy (zero: lowest compared OMol25 entry of this formula, charge and spin)**: 101.7 kcal per mole
**Charge**: 0
**M**: 76.095 g/mol
**E**: -7331.6392 eV
**Frontier orbital gap**: 9.4 eV

```
13
Properties=species:S:1:pos:R:3:forces:R:3
H 1.881480 1.907544 0.624126 -0.026 -0.143 -0.037
C 1.707612 0.850764 0.394451 0.254 0.042 -0.019
O -1.600327 0.904388 -0.687828 -0.022 0.059 -0.070
C -1.683764 -0.330999 -0.308675 0.198 -0.374 0.266
O 0.420437 0.461708 0.843515 -0.145 0.026 -0.105
C -0.429806 -1.028323 -0.163643 -0.055 0.014 -0.078
H 0.292225 -0.882934 -0.962712 -0.079 0.024 0.133
H -0.276604 0.993332 0.316763 -0.004 -0.072 0.061
H -2.473194 -0.641209 0.404735 0.112 0.093 -0.132
H 2.448034 0.244726 0.921433 -0.075 0.082 -0.078
H 1.823482 0.705664 -0.688507 -0.031 0.024 0.152
H -1.760380 -1.248484 -1.126671 -0.109 0.080 -0.066
H -0.349201 -1.936183 0.433009 -0.018 0.147 -0.029
```
Positions in Å, forces in eV/Å.

Partial charges, natural (NBO), in e: 0.1914, -0.2544, -0.7953, -0.0291, -0.6721, -0.0816, 0.2016, 0.5203, 0.1634, 0.1861, 0.1701, 0.1828, 0.2167


Entry 2:
Density functional theory data (ωB97M-V/def2-TZVPD) for a structure of composition C49H47Cl2FN3O2P2ScSe4.

Calculated values
**LUMO energy**: 3.909 eV
**Relative energy (zero: lowest compared OMol25 entry of this formula, charge and spin)**: 91.0 kcal per mole
**Charge**: -2
**M**: 1222.582 g/mol
**E**: -388568.8087 eV
**Frontier orbital gap**: 5.5 eV

```
111
Properties=species:S:1:pos:R:3:forces:R:3
H 0.914108 1.432219 -4.140725 -0.080 -0.026 -0.131
H 4.670475 0.094251 -1.358874 0.044 0.001 0.023
C 2.581552 -2.690620 0.779998 -0.199 0.063 0.048
C -4.997473 1.453526 1.316644 0.119 0.146 -0.025
C -3.266027 -1.931658 0.712417 0.054 -0.134 0.062
C 4.389400 0.910675 3.477157 0.083 0.055 0.030
C 2.739268 -2.866394 -5.213866 -0.025 -0.117 -0.053
C -2.674584 -0.582964 3.878662 -0.023 0.083 -0.228
H 0.485040 1.440549 4.824159 0.018 0.087 -0.119
H 5.248423 1.565028 3.486913 0.046 0.110 -0.011
H -0.980665 -1.220999 -0.521561 0.028 0.009 -0.058
C 2.326829 1.606726 -2.545278 -0.051 0.003 0.066
H 2.826832 -5.289220 -1.387285 -0.007 -0.019 -0.042
H 4.005789 -5.077665 2.716856 -0.013 -0.004 0.023
H -5.096086 0.969485 3.420831 -0.042 -0.042 0.157
N 2.771564 -0.341458 -0.590740 -0.609 -0.160 -0.005
C 3.288531 -0.899162 -3.949046 -0.011 -0.035 -0.095
H -6.447232 -2.609057 -0.283506 -0.070 -0.064 -0.099
C 2.664353 -0.270622 4.643983 0.002 -0.070 0.128
C -5.741949 -0.718604 0.439613 -0.143 -0.119 0.009
P 1.893326 -0.969267 0.737857 0.722 0.039 0.494
H 4.500661 -1.693348 -5.524305 0.058 0.032 -0.035
C -0.824498 0.765076 3.288701 -0.077 -0.079 -0.136
Se 1.494203 5.259879 1.142741 0.294 0.720 -0.169
C 3.294464 2.407896 -1.955349 -0.066 -0.286 0.027
H 3.376498 4.930437 -4.209256 -0.013 0.020 -0.002
H -4.471204 3.454919 0.683609 0.086 0.016 -0.069
C 3.569972 -4.617000 1.838154 0.095 -0.214 0.071
C -4.360374 -2.628122 0.217035 -0.178 -0.143 -0.004
H 4.208305 -1.607706 -1.518652 -0.049 0.076 0.081
Se -1.872906 4.163049 2.274642 -0.305 0.209 0.121
C -1.151523 0.244444 5.569517 -0.057 -0.084 0.236
C -2.986237 1.579004 -4.531788 0.011 0.062 -0.220
C -1.074487 -2.651085 1.938713 -0.101 -0.098 -0.060
C 2.129557 -1.042035 -3.193422 -0.197 0.147 0.243
Sc -0.519746 2.507577 0.675249 -1.627 -1.161 2.304
H -4.601732 2.277443 -0.645159 0.042 0.033 -0.053
H -3.700796 1.962070 2.993322 0.057 0.005 0.054
H -6.710294 -0.242733 0.347961 -0.072 0.072 -0.018
H -0.859141 0.313447 6.607735 0.012 0.036 0.041
C -2.252417 1.270235 -3.403897 0.008 0.366 0.316
H -1.656533 -2.760904 2.851108 0.033 -0.025 0.095
C -4.752969 1.786100 2.789295 0.003 -0.011 -0.171
C -1.986552 0.101107 2.833001 -0.027 -0.019 0.143
H -3.536982 -1.180569 3.612789 -0.082 0.048 -0.014
H 4.426923 4.215297 -2.095489 0.021 0.041 0.066
H -3.106595 0.827491 -5.299456 -0.102 -0.025 -0.002
C -5.601288 -2.042430 0.079059 -0.076 -0.059 -0.014
H -0.535668 -1.710054 1.980445 -0.019 0.051 0.068
H 2.166013 -0.541288 5.565542 -0.037 -0.012 0.027
H -4.237931 -3.668481 -0.065957 0.077 -0.028 -0.003
H -0.192715 -2.812645 -0.548173 0.033 -0.037 -0.048
C 4.141542 -0.725668 -0.868456 0.287 -0.018 0.004
C 2.476779 -3.430043 -0.395682 -0.085 0.014 0.039
C -1.993620 2.186883 -2.372119 0.069 0.549 -0.370
C -2.272309 -0.487615 5.186460 0.052 -0.043 0.343
C 3.875845 0.481236 2.264017 -0.030 -0.100 0.001
N -2.327968 0.166454 1.556359 0.586 0.399 -0.305
C 3.785492 0.542598 4.665932 0.100 -0.057 0.071
H 3.214808 -2.762048 2.828507 0.060 -0.001 0.023
H 1.589820 3.541949 -5.227549 -0.001 0.029 -0.025
O 0.017369 2.240446 -1.163119 1.077 0.082 -2.126
H -2.851991 -0.994073 5.949186 -0.035 -0.076 0.045
H 3.950233 -0.063858 -3.768238 0.035 0.084 0.038
H 1.260095 -1.315104 3.416862 -0.103 -0.028 0.063
H -4.052624 3.116974 -5.571095 -0.022 0.040 0.005
H -6.075372 1.589538 1.145352 0.102 -0.114 -0.017
F -0.030571 1.330483 2.251384 0.122 -1.065 1.878
C 3.081944 3.996083 -3.746963 0.117 0.091 -0.001
C 2.088492 3.216278 -4.323181 -0.076 0.027 -0.106
C 2.760766 -0.344677 2.232668 -0.244 -0.024 -0.137
C 3.128828 -3.307166 1.900254 -0.030 0.087 0.002
H -0.338796 -3.458769 1.889992 0.043 -0.038 -0.008
C -1.156097 -2.297600 -0.537316 -0.082 -0.027 0.115
C 3.677541 3.591865 -2.563723 0.041 0.163 -0.125
H 3.818898 -6.362563 0.617926 -0.015 -0.012 -0.009
H 4.324724 0.833899 1.349366 0.033 0.022 -0.144
H -3.188387 2.238269 0.425669 -0.513 0.104 -0.065
H 4.645303 -0.966371 0.070270 0.047 0.041 -0.097
H -5.299292 2.690349 3.055607 -0.031 0.126 0.048
C 3.592067 -1.808132 -4.947785 0.190 0.009 -0.084
Cl -2.406583 4.643881 -1.290785 -0.462 0.172 -0.426
H 2.977787 -3.577660 -5.994902 0.009 -0.002 -0.032
H -3.671875 4.802059 -3.779521 -0.053 0.052 0.020
H 0.899101 -3.823969 -4.687725 -0.075 -0.065 -0.019
H 0.360860 -2.197000 -2.911687 -0.103 -0.091 0.117
Se -0.006911 5.448327 2.874265 -0.059 0.178 0.567
C -3.278474 3.800425 -3.687015 -0.048 0.069 -0.064
H 2.044653 -2.968618 -1.272571 0.025 0.004 -0.081
N -1.289793 1.764723 -1.248986 -0.734 -0.296 1.038
Se 2.393754 3.161682 1.391465 -0.046 -0.442 0.297
H 3.715424 2.135502 -0.997267 -0.025 0.006 -0.003
O 0.093337 3.632079 -0.599918 0.860 1.583 -2.502
C 2.155371 -0.706390 3.436380 0.028 0.040 -0.093
P 1.616394 0.090710 -1.803935 0.805 -0.015 -0.484
C -0.406743 0.879451 4.584937 0.125 0.169 -0.358
C 1.276740 -2.102667 -3.475191 0.029 0.097 -0.067
H -2.240709 -3.767070 0.572809 -0.042 0.142 -0.002
C -3.493627 2.859304 -4.680790 0.078 -0.073 0.044
Cl -1.608961 -0.310172 -3.232723 0.019 -0.451 -0.273
H -1.707227 -2.550734 -1.444366 -0.004 0.029 -0.075
C -2.556162 3.469401 -2.551773 0.123 -0.156 0.228
C -4.273355 2.422854 0.386164 0.161 -0.058 0.167
C -4.684926 0.017896 0.949015 -0.077 0.105 0.043
C 1.712868 2.032164 -3.722290 0.091 -0.041 0.077
C 3.466151 -5.339046 0.661401 0.079 -0.145 0.011
H 4.171466 0.901272 5.610453 0.049 0.043 0.039
C 1.575680 -3.007312 -4.478127 -0.049 -0.236 -0.080
C -3.406170 -0.573838 1.092976 -0.298 -0.223 -0.014
C 2.914457 -4.738449 -0.459342 0.049 -0.122 -0.124
C -1.961528 -2.710261 0.696539 0.262 0.007 -0.059
```
Positions in Å, forces in eV/Å.

Atomic partial charges in e from the Löwdin method, atoms 1 to 99: 0.1002, 0.0720, -0.3270, -0.3634, -0.1308, -0.1054, -0.1082, -0.0607, 0.1206, 0.0994, 0.0385, -0.3674, 0.0979, 0.0950, 0.0736, -0.5110, -0.0970, 0.0824, -0.0989, -0.0670, 1.0368, 0.0942, -0.1902, -0.0623, -0.1233, 0.0900, 0.0584, -0.0978, -0.0721, 0.0713, 0.0155, -0.1321, -0.1327, -0.0727, -0.3464, 0.4148, 0.0830, 0.0286, 0.0967, 0.0787, -0.5895, 0.0739, -0.0678, -0.3225, 0.1099, 0.1008, 0.0909, -0.1175, 0.0257, 0.1018, 0.0983, 0.0475, -0.1617, -0.1170, -0.3292, -0.1266, -0.1751, 0.0999, -0.0931, 0.0888, 0.0951, -0.3781, 0.0884, 0.1043, 0.1034, 0.0920, 0.1161, -0.1603, -0.1017, -0.0891, -0.3748, -0.0797, 0.0757, -0.1085, -0.0824, 0.0901, 0.0715, 0.0080, 0.0752, 0.0743, -0.0938, 0.7626, 0.0913, 0.0917, 0.0977, 0.0510, -0.1183, -0.1263, 0.0702, -0.1033, 0.0764, 0.0431, -0.4838, -0.1436, 1.0408, -0.0491, -0.1460, 0.1177, -0.1087


Entry 3:
Density functional theory data (ωB97M-V/def2-TZVPD) for the molecule C4H12N4.

Calculated values
**LUMO energy**: 0.813 eV
**Relative energy (zero: lowest compared OMol25 entry of this formula, charge and spin)**: 24.8 kcal per mole
**Charge**: 0
**M**: 116.168 g/mol
**SMILES**: [H]/N=C(/N)[C@H](N)N(C)C
**E**: -10302.1955 eV
**Frontier orbital gap**: 9.5 eV

```
20
Properties=species:S:1:pos:R:3:forces:R:3
N -2.093485 -1.901083 0.712460 1.013 0.772 -0.346
H 0.232143 2.553490 0.268422 0.096 -0.168 -0.020
H 0.609897 -0.796165 1.780042 0.233 -0.123 -0.098
N 0.350484 0.590035 -0.460389 2.855 1.062 -2.264
H 1.784995 -1.402532 0.745699 -0.051 0.016 0.202
H -1.322407 -2.489659 1.054264 -0.331 0.269 -0.141
C -1.595522 -0.891967 0.077989 1.623 -2.269 0.845
H 0.244650 -1.409628 -1.067461 0.203 0.291 0.061
H -2.045908 0.657140 -1.145511 -0.119 -0.108 0.138
H -0.726607 1.415347 1.193671 0.010 -0.246 -0.233
H 2.592570 0.756980 -0.339696 -0.091 -0.039 0.076
C 1.815826 0.727446 -1.109071 -2.431 0.304 0.911
C 0.096981 -0.780895 -0.184083 -3.511 0.370 0.837
N -2.437523 0.037846 -0.448062 0.501 0.612 -0.598
C 0.217081 1.528762 0.652820 0.169 -0.087 -0.146
H 1.033817 1.426393 1.375809 0.065 0.074 0.124
H -3.395267 -0.266570 -0.572939 0.277 0.067 0.087
H 2.018223 -0.093407 -1.801727 -0.307 0.038 0.180
N 0.793905 -1.327258 0.935670 -0.247 -0.740 0.254
H 1.826148 1.665725 -1.667911 0.043 -0.095 0.129
```
Positions in Å, forces in eV/Å.

Partial charges, natural (NBO), in e: -0.7415, 0.2081, 0.3684, -0.4695, 0.3670, 0.3512, 0.4295, 0.2049, 0.3988, 0.2201, 0.1789, -0.4301, 0.0696, -0.8350, -0.4376, 0.1650, 0.4016, 0.2031, -0.8601, 0.2077